# 1
Density functional theory data (ωB97M-V/def2-TZVPD) for a cluster of 2 separate species, C8H20NOP in total at a distorted geometry.

Last column: Mulliken charge in e.
Geometry (Å):
1 C 0.205 2.150 1.185  -1.237
2 C 0.589 1.448 -1.209  -1.119
3 C 1.217 -2.360 0.632  -1.292
4 C 3.281 -0.961 0.330  -1.607
5 C -3.125 1.249 -0.307  -1.061
6 C -2.538 -1.506 -1.007  -1.127
7 C 1.075 1.317 0.243  0.450
8 C 1.759 -1.044 0.072  0.896
9 N 1.123 0.011 0.765  -0.344
10 O -2.773 -0.684 1.602  -0.698
11 P -2.198 -0.243 0.321  0.842
12 H -0.775 1.677 1.243  0.064
13 H 0.630 2.144 2.183  0.379
14 H 0.106 3.173 0.840  0.421
15 H 0.442 2.496 -1.460  0.439
16 H -0.360 0.919 -1.295  0.035
17 H 1.300 1.021 -1.915  0.374
18 H 1.162 -2.284 1.716  0.359
19 H 0.210 -2.536 0.257  0.065
20 H 1.854 -3.198 0.357  0.454
21 H 3.783 -1.779 -0.180  0.431
22 H 3.472 -1.028 1.397  0.349
23 H 3.675 -0.017 -0.041  0.386
24 H -2.774 1.555 -1.287  0.344
25 H -4.176 0.963 -0.352  0.390
26 H -3.013 2.068 0.400  0.332
27 H -3.611 -1.705 -0.978  0.382
28 H -2.246 -1.142 -1.987  0.314
29 H -2.006 -2.424 -0.779  0.360
30 H 2.102 1.732 0.276  0.218
31 H 1.609 -1.013 -1.022  0.201

Calculated values
Energy above the lowest of the compared OMol25 structures with the same formula, charge and spin, kcal/mol: 88.7
Maximum force, eV Å⁻¹: 1.86
DFT total energy, Ha: -788.08051
Orbital gap (spin up / spin down), eV: 8.1 / 8.0

---

# 2
Density functional theory data (ωB97M-V/def2-TZVPD) for a structure of composition C21H21BBrIN6O2SSn.

Last column: Mulliken charge in e.
Geometry (Å):
1 Sn -0.582 -0.538 -0.985  0.804
2 N -0.733 1.683 0.755  -0.078
3 N -0.681 3.061 0.545  -0.385
4 C -0.749 3.615 -0.684  0.401
5 N -0.602 4.962 -0.685  -0.356
6 S -0.959 2.764 -2.097  -0.371
7 H -1.622 1.419 1.171  0.276
8 H 0.019 1.418 1.384  0.031
9 H -0.507 3.648 1.348  0.249
10 H -0.656 5.503 0.163  0.182
11 H -0.789 5.428 -1.554  0.220
12 Br 3.028 5.691 1.616  -0.169
13 C 2.848 3.913 0.979  -0.049
14 C 2.942 2.859 1.871  -0.771
15 C 2.758 1.562 1.411  0.030
16 C 2.467 1.339 0.068  -0.099
17 C 2.371 2.410 -0.816  -0.407
18 C 2.580 3.700 -0.365  -0.404
19 N 2.146 0.047 -0.400  -0.132
20 C 2.868 -0.942 -0.089  -0.635
21 C 2.470 -2.319 -0.450  0.695
22 C 3.348 -3.368 -0.227  -0.774
23 C 2.952 -4.655 -0.560  -0.286
24 C 1.693 -4.844 -1.096  -0.842
25 C 0.871 -3.737 -1.276  -0.168
26 N 1.247 -2.504 -0.964  0.116
27 H 3.141 3.040 2.918  0.473
28 H 2.787 0.735 2.110  0.463
29 H 2.105 2.226 -1.848  0.496
30 H 2.500 4.536 -1.046  0.409
31 H 3.800 -0.830 0.472  0.438
32 H 4.320 -3.173 0.206  0.389
33 H 3.616 -5.493 -0.396  0.431
34 H 1.337 -5.828 -1.363  0.379
35 H -0.134 -3.844 -1.662  0.509
36 B 1.021 -0.621 3.631  0.264
37 C 0.351 -0.896 2.232  -0.001
38 N -0.078 -1.018 1.165  -0.502
39 H 0.841 0.564 3.844  -0.149
40 H 2.202 -0.869 3.484  -0.134
41 H 0.501 -1.318 4.464  -0.142
42 I -8.083 -4.686 1.863  0.090
43 C -6.347 -3.733 1.206  0.004
44 C -5.323 -4.486 0.652  -0.535
45 C -4.174 -3.848 0.215  -0.367
46 C -4.050 -2.469 0.334  0.075
47 C -5.082 -1.727 0.894  -0.292
48 C -6.236 -2.355 1.331  -0.530
49 C -2.809 -1.789 -0.133  1.029
50 O -2.679 -0.543 0.032  -0.718
51 O -1.896 -2.460 -0.689  -0.706
52 H -5.420 -5.559 0.562  0.368
53 H -3.361 -4.413 -0.221  0.394
54 H -4.970 -0.655 0.982  0.420
55 H -7.041 -1.779 1.766  0.368

Calculated values
Maximum force, eV Å⁻¹: 0.13
DFT total energy, Ha: -4800.97123
Orbital gap, eV: 7.4

---

# 3
Density functional theory data (ωB97M-V/def2-TZVPD) for a structure of composition C11H15AlClNO3STb at a distorted geometry.

Last column: Mulliken charge in e.
Geometry (Å):
1 Tb -1.084 1.334 -3.321  1.214
2 Cl 0.763 2.867 -2.899  -0.564
3 C -3.221 1.488 -2.379  -1.285
4 C -1.161 -0.765 -4.355  -1.291
5 H -3.960 0.995 -3.022  0.272
6 H -3.602 1.390 -1.358  0.248
7 H -3.269 2.565 -2.631  0.343
8 H -2.166 -0.966 -4.746  0.252
9 H -0.745 -1.741 -4.102  0.240
10 H -0.569 -0.390 -5.207  0.353
11 Al -0.144 -0.826 0.486  -0.097
12 C 1.747 -1.255 0.537  -1.073
13 C -1.513 -2.106 0.283  -0.738
14 H 1.803 -2.364 0.633  0.326
15 H 2.340 -0.915 -0.309  0.286
16 H 2.219 -0.875 1.454  0.320
17 H -1.450 -3.026 -0.331  0.228
18 H -2.577 -1.988 0.589  0.228
19 O -0.871 0.793 6.139  -0.617
20 S -0.806 1.789 5.101  1.127
21 O -1.377 3.112 5.347  -0.636
22 N -1.236 1.211 3.591  -0.484
23 C -0.276 1.157 2.707  0.410
24 O -0.461 0.604 1.534  -0.307
25 C 1.014 1.619 3.229  0.574
26 C 2.253 1.692 2.580  -0.450
27 C 3.365 2.119 3.332  -0.608
28 C 3.230 2.465 4.694  -0.462
29 C 1.966 2.414 5.304  -0.373
30 C 0.883 1.982 4.562  -0.125
31 H 2.328 1.454 1.535  0.633
32 H 4.351 2.175 2.867  0.355
33 H 4.107 2.803 5.260  0.348
34 H 1.830 2.669 6.371  0.353

Calculated values
Energy above the lowest of the compared OMol25 structures with the same formula, charge and spin, kcal/mol: 64.8
Net charge: -1
Maximum force, eV Å⁻¹: 2.76
DFT total energy, Ha: -2633.90159
Multiplicity: 7
Orbital gap (spin up / spin down), eV: 4.1 / 5.2

---

# 4
Density functional theory data (ωB97M-V/def2-TZVPD) for an isolated molecule of C3H6ClOPS at a distorted geometry.

Last column: Mulliken charge in e.
Geometry (Å):
1 C -0.505 -0.392 -0.583  0.254
2 C 0.067 -0.262 0.555  -0.375
3 C -1.329 -1.451 -1.197  -1.194
4 O 1.127 2.248 0.125  -0.487
5 P 1.150 1.096 1.182  0.574
6 S 0.805 1.911 3.394  -0.383
7 Cl 2.895 0.474 0.694  -0.166
8 H -0.343 0.511 -1.227  0.242
9 H 0.300 -1.106 1.242  0.257
10 H -0.823 -1.956 -2.079  0.284
11 H -2.348 -1.423 -1.608  0.317
12 H -1.281 -2.298 -0.542  0.328
13 H 0.284 2.647 0.043  0.351

Calculated values
Energy above the lowest of the compared OMol25 structures with the same formula, charge and spin, kcal/mol: 43.9
Maximum force, eV Å⁻¹: 5.11
DFT total energy, Ha: -1392.84309
SMILES: C/C=C/[P@@](O)(=S)Cl
Orbital gap, eV: 8.4

---

# 5
Density functional theory data (ωB97M-V/def2-TZVPD) for a structure of composition C24H43N2P3SSeV at a distorted geometry.

Last column: Mulliken charge in e.
Geometry (Å):
1 V -0.436 -0.265 0.471  -0.899
2 P -1.710 -0.812 2.394  1.607
3 P 0.874 -2.098 -0.127  1.398
4 P -2.082 -0.865 -1.009  1.220
5 H 0.716 2.048 -0.822  0.354
6 C -0.255 1.534 -0.816  -0.740
7 C -1.180 1.817 0.283  -0.986
8 H -0.868 2.508 1.073  0.261
9 C -1.112 -0.309 4.054  -1.208
10 C -2.076 -2.601 2.814  -1.241
11 C -3.318 -0.124 2.420  -1.247
12 C 1.899 -2.062 -1.552  -1.138
13 C 2.126 -2.796 1.097  -1.367
14 C -0.006 -3.726 -0.388  -1.464
15 C -3.370 0.362 -1.458  -1.398
16 C -3.197 -2.299 -0.689  -1.351
17 C -1.507 -1.278 -2.711  -1.263
18 H -0.663 1.432 -1.832  0.439
19 H -2.252 1.890 0.068  0.359
20 H -0.873 0.766 4.062  0.404
21 H -0.172 -0.853 4.360  0.285
22 H -1.875 -0.522 4.783  0.666
23 H -1.114 -3.156 3.011  0.189
24 H -2.511 -3.083 1.930  0.313
25 H -2.649 -2.669 3.652  0.715
26 H -3.242 0.969 2.379  0.405
27 H -3.843 -0.415 3.345  0.549
28 H -3.907 -0.455 1.560  0.366
29 H 2.439 -3.013 -1.695  0.476
30 H 2.630 -1.249 -1.467  0.478
31 H 1.291 -1.864 -2.441  0.312
32 H 2.532 -3.675 0.740  0.728
33 H 1.633 -3.074 2.089  0.397
34 H 2.854 -2.040 1.363  0.485
35 H 0.749 -4.500 -0.569  0.547
36 H -0.670 -3.665 -1.245  0.422
37 H -0.607 -4.031 0.491  0.423
38 H -4.043 -0.075 -2.213  0.521
39 H -2.919 1.270 -1.872  0.431
40 H -3.964 0.642 -0.577  0.351
41 H -3.830 -2.487 -1.576  0.523
42 H -3.849 -2.083 0.160  0.376
43 H -2.628 -3.208 -0.470  0.366
44 H -2.367 -1.428 -3.386  0.526
45 H -0.899 -2.185 -2.714  0.335
46 H -0.894 -0.450 -3.091  0.177
47 C 2.297 2.127 -4.981  0.485
48 C 1.595 3.003 -4.120  0.474
49 C 1.289 4.295 -4.526  -0.560
50 C 1.669 4.754 -5.794  -0.417
51 C 2.366 3.895 -6.658  -0.620
52 C 2.677 2.603 -6.264  -0.427
53 Se 2.763 0.345 -4.525  0.369
54 H 2.132 0.425 -3.140  -0.001
55 H 1.299 2.651 -3.136  0.056
56 H 0.748 4.955 -3.850  0.414
57 H 1.426 5.769 -6.108  0.431
58 H 2.665 4.242 -7.644  0.419
59 H 3.218 1.938 -6.935  0.373
60 N 0.078 -2.227 2.031  -0.993
61 C 1.030 -1.033 2.550  -1.053
62 N 0.893 0.170 1.991  0.983
63 C 1.537 1.169 2.817  0.021
64 C 1.415 2.534 2.780  -0.384
65 C 1.944 3.271 3.789  -0.847
66 C 2.615 2.689 4.851  -0.581
67 C 2.778 1.319 4.904  -0.807
68 C 2.232 0.588 3.890  0.784
69 S 2.145 -1.198 3.849  -0.028
70 H 0.101 -3.404 1.998  0.582
71 H -0.729 -2.219 1.207  -0.202
72 H 0.858 3.029 1.942  0.185
73 H 1.817 4.377 3.785  0.401
74 H 3.013 3.296 5.681  0.412
75 H 3.276 0.814 5.734  0.436

Calculated values
Net charge: +3
Maximum force, eV Å⁻¹: 4.63
DFT total energy, Ha: -5816.19129
Multiplicity: 3
Orbital gap (spin up / spin down), eV: 6.7 / 4.6

---

# 6
Density functional theory data (ωB97M-V/def2-TZVPD) for a structure of composition C33H46IN9O2PSe2Zr.

Last column: Mulliken charge in e.
Geometry (Å):
1 Zr 0.508 0.274 0.124  0.111
2 C -2.511 0.275 2.355  -0.589
3 N -1.481 0.221 3.367  0.106
4 C -1.706 0.753 4.707  -0.668
5 C -0.637 0.027 5.520  -0.489
6 N 0.273 -0.502 4.502  0.120
7 C 1.699 -0.398 4.739  -1.229
8 C -0.287 -0.375 3.262  -0.874
9 N 0.230 -0.837 2.123  1.682
10 C 1.024 -2.076 2.243  -0.577
11 C 0.221 -3.269 1.753  -1.570
12 N 0.084 -3.201 0.315  0.011
13 C -0.621 -4.058 -0.330  0.055
14 N -1.373 -5.150 0.105  -0.026
15 C -2.111 -5.179 1.357  -1.034
16 C -2.136 -5.672 -1.028  -0.731
17 C -1.296 -5.244 -2.212  -0.585
18 N -0.710 -4.018 -1.711  0.335
19 C 0.318 -3.385 -2.492  -0.533
20 H -3.407 0.694 2.806  0.416
21 H -2.744 -0.723 1.988  0.264
22 H -2.244 0.909 1.508  -0.183
23 H -2.714 0.506 5.038  0.570
24 H -1.570 1.834 4.712  0.276
25 H -1.056 -0.793 6.108  0.394
26 H -0.099 0.698 6.187  0.322
27 H 1.903 0.489 5.340  0.387
28 H 2.215 -0.288 3.794  0.174
29 H 2.085 -1.279 5.257  0.380
30 H 1.330 -2.253 3.273  0.707
31 H 1.925 -2.008 1.637  -0.292
32 H -0.739 -3.238 2.281  0.453
33 H 0.735 -4.189 2.064  0.552
34 H -2.830 -4.354 1.435  0.326
35 H -1.454 -5.174 2.217  0.346
36 H -2.667 -6.115 1.384  0.412
37 H -3.131 -5.211 -1.065  0.362
38 H -2.250 -6.752 -0.949  0.394
39 H -1.886 -5.065 -3.110  0.363
40 H -0.519 -5.986 -2.443  0.291
41 H -0.087 -3.060 -3.452  0.379
42 H 1.171 -4.053 -2.667  0.437
43 H 0.667 -2.519 -1.939  -0.276
44 Se -0.862 2.696 -0.125  -0.595
45 P -0.407 2.616 -2.251  0.491
46 Se 0.423 0.656 -2.674  -0.457
47 C 0.742 3.946 -2.680  0.750
48 C 1.090 4.950 -1.787  -0.427
49 C 1.947 5.964 -2.190  -0.680
50 C 2.459 5.972 -3.479  -0.487
51 C 2.110 4.967 -4.373  -0.668
52 C 1.251 3.957 -3.976  -0.617
53 C -1.867 2.927 -3.265  0.964
54 C -2.239 2.079 -4.299  -0.172
55 C -3.354 2.383 -5.067  -0.630
56 C -4.096 3.523 -4.797  -0.486
57 C -3.725 4.368 -3.759  -0.723
58 C -2.610 4.074 -2.996  -0.521
59 H 0.684 4.942 -0.783  0.554
60 H 2.211 6.752 -1.497  0.440
61 H 3.127 6.763 -3.790  0.404
62 H 2.506 4.974 -5.379  0.412
63 H 0.982 3.174 -4.675  0.393
64 H -1.678 1.174 -4.491  0.244
65 H -3.648 1.722 -5.870  0.416
66 H -4.969 3.752 -5.393  0.397
67 H -4.307 5.255 -3.545  0.410
68 H -2.325 4.731 -2.182  0.352
69 O 2.254 1.885 -0.298  -0.503
70 C 2.210 2.374 0.842  0.697
71 C 2.916 3.595 1.356  -0.480
72 C 2.220 3.815 2.698  -0.629
73 C 1.320 2.593 2.869  -0.671
74 O 0.627 2.380 3.836  -0.553
75 N 1.405 1.787 1.746  1.652
76 H 2.816 4.409 0.639  0.209
77 H 3.981 3.378 1.456  0.241
78 H 1.585 4.701 2.705  0.298
79 H 2.893 3.892 3.549  0.317
80 I -3.298 -0.017 -1.220  -0.061
81 C -1.454 -0.808 -0.477  -1.025
82 H -1.155 -1.479 -1.284  0.331
83 H -1.758 -1.448 0.346  0.105
84 C 3.999 -0.322 1.644  -0.775
85 C 3.742 -0.751 0.246  0.265
86 N 2.595 -0.778 -0.424  1.242
87 C 2.909 -1.257 -1.686  -0.795
88 C 4.230 -1.529 -1.764  -1.146
89 N 4.742 -1.196 -0.535  -0.074
90 H 3.188 0.303 2.003  -0.489
91 H 4.926 0.249 1.698  0.587
92 H 4.092 -1.185 2.307  0.389
93 H 2.182 -1.356 -2.468  0.469
94 H 4.839 -1.900 -2.566  0.429
95 H 5.703 -1.276 -0.245  0.233

Calculated values
Energy above the lowest of the compared OMol25 structures with the same formula, charge and spin, kcal/mol: 0.1
Net charge: +1
Maximum force, eV Å⁻¹: 0.61
DFT total energy, Ha: -7417.35926
Orbital gap, eV: 7.5

---

# 7
Density functional theory data (ωB97M-V/def2-TZVPD) for the ion C5H12NO2 with charge -1 at a distorted geometry.

Last column: Mulliken charge in e.
Geometry (Å):
1 C 1.494 1.109 0.143  -0.353
2 N 0.709 0.076 0.812  -0.402
3 C -0.766 0.063 0.457  0.175
4 C -1.567 -0.553 1.580  -0.665
5 O -2.779 -1.007 1.090  -0.938
6 C -1.064 -0.563 -0.913  -0.381
7 O -1.402 -1.897 -0.730  -0.662
8 C 2.217 0.637 -1.148  -1.142
9 H 2.251 1.661 0.705  0.350
10 H 0.741 1.869 -0.092  0.224
11 H 1.109 -0.846 0.708  0.279
12 H -1.097 1.113 0.411  0.213
13 H -0.958 -1.428 1.998  0.139
14 H -1.801 0.185 2.356  0.349
15 H -2.131 -1.835 -0.028  0.374
16 H -1.934 0.040 -1.266  0.203
17 H -0.351 -0.471 -1.735  0.254
18 H 2.753 -0.287 -0.950  0.267
19 H 2.966 1.404 -1.357  0.401
20 H 1.611 0.729 -2.041  0.314

Calculated values
Energy above the lowest of the compared OMol25 structures with the same formula, charge and spin, kcal/mol: 75.7
Net charge: -1
Maximum force, eV Å⁻¹: 2.70
DFT total energy, Ha: -402.90889
SMILES: CCN[C@H](C[O-])CO
Orbital gap, eV: 6.7

---

# 8
Density functional theory data (ωB97M-V/def2-TZVPD) for a structure of composition C4H6MgO5Y at a distorted geometry.

Last column: Mulliken charge in e.
Geometry (Å):
1 O 0.370 -1.796 -1.462  -0.693
2 C 1.107 -2.233 -0.371  -0.378
3 C 1.530 -1.073 0.524  -0.384
4 O 0.352 -0.267 0.732  -0.333
5 C 0.427 0.779 1.600  -0.562
6 Mg -0.797 -0.355 -1.033  1.013
7 H 2.037 -2.756 -0.672  0.344
8 H 0.530 -2.951 0.248  0.252
9 H 2.281 -0.438 0.031  0.310
10 H 1.908 -1.413 1.498  0.359
11 H -0.342 1.548 1.575  0.272
12 H 1.163 0.700 2.401  0.313
13 O -2.564 0.403 -0.251  -0.738
14 C -2.339 1.513 -0.860  1.267
15 O -1.168 1.586 -1.476  -0.765
16 O -2.986 2.584 -0.713  -0.774
17 Y -1.509 4.169 -1.769  0.498

Calculated values
Energy above the lowest of the compared OMol25 structures with the same formula, charge and spin, kcal/mol: 0.0
Maximum force, eV Å⁻¹: 2.52
DFT total energy, Ha: -770.60559
Multiplicity: 2
Orbital gap (spin up / spin down), eV: 5.8 / 8.0